Molecular formula: CH7NO4
Method: DFT, wB97M-V/def2-TZVPD

```
! wB97M-V def2-TZVPD RIJCOSX def2/J DEFGRID3
* xyz 0 1
N -1.090 1.474 -0.061
C -0.397 1.563 1.126
O 0.928 1.680 0.966
O -0.922 1.613 2.179
H -2.094 1.804 -0.074
H -0.434 1.765 -0.925
H 1.487 0.942 0.575
H 2.244 -0.997 -0.542
H 0.866 -1.376 -0.954
O 1.391 -0.668 -0.434
H -0.571 -2.575 0.140
H -1.132 -2.434 -1.219
O -0.275 -2.789 -0.775
*
```

- molecular weight (g mol⁻¹) = 97.07
- ΔE to the lowest compared entry with this formula, charge and spin (kcal/mol) = 27.8
- HOMO level (Eh) = -0.3719
- orbital gap (eV) = 10.4
- LUMO energy (Eh) = 0.0097
- maximum force (eV/A) = 3.76

Mulliken population analysis, charges in e, atoms 1 to 4:
1. N -0.4458
2. C 0.5818
3. O -0.5195
4. O -0.5221

Molecular formula: BrH10O5
Method: DFT, wB97M-V/def2-TZVPD

```
! wB97M-V def2-TZVPD RIJCOSX def2/J DEFGRID3
* xyz -1 1
Br 0.072 0.175 -0.935
O 2.486 -2.026 -1.531
H 1.870 -1.315 -1.487
H 2.248 -2.830 -1.778
O -3.156 -0.423 -1.802
H -3.593 -1.276 -1.475
H -2.248 -0.432 -1.538
O 1.308 1.771 1.872
H 0.845 1.503 0.982
H 0.974 2.614 2.017
O 1.012 -1.690 1.687
H 2.001 -1.806 1.576
H 0.641 -1.294 0.857
O -1.843 2.451 0.701
H -1.541 1.773 0.144
H -1.076 2.805 0.709
*
```

- molecular weight (g mol⁻¹) = 169.98
- ΔE to the lowest compared entry with this formula, charge and spin (kcal/mol) = 35.2
- HOMO level (Eh) = -0.2102
- orbital gap (eV) = 9.4
- LUMO energy (Eh) = 0.1338
- maximum force (eV/A) = 9.71

Mulliken population analysis, charges in e, atoms 1 to 4:
1. Br -0.9295
2. O -0.6009
3. H 0.2849
4. H 0.2653

Molecular formula: C45H45N5O2SSiW
Method: DFT, wB97M-V/def2-TZVPD

```
! wB97M-V def2-TZVPD RIJCOSX def2/J DEFGRID3
* xyz 2 3
W 0.448 -0.013 0.319
C 2.693 0.552 4.169
C 2.089 -0.371 5.007
C 1.049 -1.144 4.522
C 0.625 -1.003 3.203
C 1.234 -0.096 2.312
C 2.268 0.683 2.853
C -0.520 -1.757 2.679
C -1.173 -2.772 3.416
C -2.267 -3.386 2.894
C -2.774 -2.973 1.640
C -3.941 -3.539 1.082
C -4.427 -3.091 -0.114
C -3.771 -2.036 -0.776
C -2.632 -1.479 -0.258
C -2.085 -1.957 0.947
N -0.927 -1.404 1.463
H 3.500 1.173 4.537
H 2.418 -0.483 6.031
H 0.572 -1.848 5.189
H 2.779 1.417 2.243
H -0.788 -3.067 4.379
H -2.766 -4.181 3.434
H -4.443 -4.332 1.623
H -5.318 -3.527 -0.543
H -4.170 -1.655 -1.708
H -2.173 -0.642 -0.759
C 2.393 -3.694 -1.729
Si 1.172 -3.248 -0.380
C 2.167 -3.144 1.201
C -0.081 -4.600 -0.050
N 0.375 -1.708 -0.834
C -0.269 -1.664 -2.081
C -0.552 -2.783 -2.877
C -1.254 -2.668 -4.066
C -1.712 -1.436 -4.508
C -1.433 -0.303 -3.758
C -0.702 -0.442 -2.596
O -0.404 0.658 -1.755
C -0.475 1.946 -2.328
C -1.302 2.879 -1.739
C -1.309 4.175 -2.245
C -0.513 4.509 -3.330
C 0.293 3.545 -3.924
C 0.318 2.253 -3.423
H 2.622 -4.762 -1.678
H 3.333 -3.161 -1.565
H 2.056 -3.476 -2.742
H 2.823 -4.020 1.170
H 1.555 -3.248 2.096
H 2.808 -2.274 1.325
H 0.442 -5.560 -0.046
H -0.909 -4.674 -0.754
H -0.506 -4.470 0.948
H -0.236 -3.765 -2.563
H -1.452 -3.558 -4.646
H -2.273 -1.349 -5.427
H -1.775 0.670 -4.081
H -1.915 2.589 -0.898
H -1.954 4.921 -1.798
H -0.527 5.516 -3.724
H 0.912 3.801 -4.773
H 0.936 1.491 -3.882
O -1.179 1.210 0.938
S -1.899 1.241 2.323
C -3.651 0.949 1.974
C -4.265 2.294 1.615
C -3.663 3.280 2.610
C -2.156 3.028 2.591
H -4.057 0.553 2.909
H -3.710 0.175 1.211
H -5.351 2.250 1.679
H -4.003 2.567 0.590
H -4.066 3.102 3.608
H -3.871 4.317 2.353
H -1.636 3.323 3.500
H -1.680 3.492 1.726
C 5.069 -0.301 -1.831
C 4.970 -0.223 -0.452
C 3.718 -0.181 0.133
N 2.578 -0.226 -0.571
C 2.687 -0.338 -1.909
C 3.897 -0.361 -2.570
H 6.035 -0.323 -2.318
H 5.848 -0.196 0.177
H 3.620 -0.125 1.205
H 1.766 -0.416 -2.468
H 3.912 -0.441 -3.648
N 3.616 4.645 -3.080
C 3.066 4.357 -2.114
C 2.358 3.955 -0.931
C 2.034 4.845 0.083
C 1.357 4.347 1.184
C 1.015 3.011 1.219
N 1.308 2.144 0.233
C 1.987 2.623 -0.812
H 2.315 5.887 0.014
H 1.103 4.986 2.018
H 0.519 2.600 2.083
H 2.252 1.936 -1.597
*
```

- molecular weight (g mol⁻¹) = 931.88
- ΔE to the lowest compared entry with this formula, charge and spin (kcal/mol) = 0.0
- HOMO level (spin up / spin down) (Eh) = -0.4472 / -0.4642
- orbital gap (spin up / spin down) (eV) = 6.7 / 6.7
- LUMO energy (spin up / spin down) (Eh) = -0.2009 / -0.2167
- maximum force (eV/A) = 0.12

Mulliken population analysis, charges in e, atoms 1 to 4:
1. W 1.3648
2. C -1.2897
3. C -1.2992
4. C -0.7507

Molecular formula: C3H10OSi2
Method: DFT, wB97M-V/def2-TZVPD

```
! wB97M-V def2-TZVPD RIJCOSX def2/J DEFGRID3
* xyz 0 1
C -1.174 -0.200 0.009
C -0.465 0.836 -0.402
C -1.299 -1.456 -0.776
O 2.091 -0.523 -0.134
Si -0.240 2.481 0.640
Si 3.311 -1.406 0.467
H -1.626 -0.267 1.056
H 0.010 0.750 -1.343
H -0.648 -2.316 -0.335
H -0.881 -1.387 -1.789
H -2.380 -1.861 -0.647
H 1.150 -0.861 0.131
H -1.368 3.290 0.503
H 0.670 3.258 -0.166
H 0.173 2.431 1.982
H 2.676 -2.771 0.805
*
```

- molecular weight (g mol⁻¹) = 118.28
- ΔE to the lowest compared entry with this formula, charge and spin (kcal/mol) = 61.1
- HOMO level (Eh) = -0.3077
- orbital gap (eV) = 8.3
- LUMO energy (Eh) = -0.0028
- maximum force (eV/A) = 3.48

Mulliken population analysis, charges in e, atoms 1 to 4:
1. C -0.1810
2. C -0.3135
3. C -1.0012
4. O -0.1562

Molecular formula: C3HClF4N2
Method: DFT, wB97M-V/def2-TZVPD

```
! wB97M-V def2-TZVPD RIJCOSX def2/J DEFGRID3
* xyz 0 1
C -0.576 0.686 -0.927
C -0.524 -0.224 0.290
C 0.905 -0.632 0.508
H -0.014 1.631 -0.615
N 1.859 0.301 1.014
N 1.533 -0.629 1.787
F -0.090 0.048 -2.015
F -1.314 -1.321 0.168
F -0.851 0.540 1.364
F 1.330 -1.563 -0.374
Cl -2.258 1.164 -1.199
*
```

- molecular weight (g mol⁻¹) = 176.50
- ΔE to the lowest compared entry with this formula, charge and spin (kcal/mol) = 3.8
- HOMO level (Eh) = -0.4191
- orbital gap (eV) = 10.7
- LUMO energy (Eh) = -0.0243
- maximum force (eV/A) = 1.67

Mulliken population analysis, charges in e, atoms 1 to 4:
1. C 0.0453
2. C 0.6929
3. C 0.7318
4. H 0.3034